A cluster of 3 separate species, C34H64Br2ClFIN2O8 in total at a distorted geometry, computed with ωB97M-V with the def2-TZVPD basis set.

```
113
Properties=species:S:1:pos:R:3
C 1.850 -0.242 5.947
C 0.887 -1.133 5.104
C -0.394 -0.338 4.775
Br -1.423 -0.350 6.472
C -1.206 -0.727 3.506
C -1.963 -2.035 3.949
C -2.693 -3.128 3.138
C -3.381 -2.822 1.823
Cl -1.615 -4.601 2.993
C -2.426 0.271 3.269
C -2.458 1.646 3.952
C -3.422 2.657 3.280
C -2.726 3.949 2.912
F -3.646 4.901 2.568
O -2.563 0.203 1.833
C -1.350 0.061 1.093
C -1.545 -0.697 -0.218
C -2.931 -0.798 -0.828
O -3.976 -0.660 -0.350
I -2.867 -1.378 -2.931
C -1.100 1.554 0.712
C -1.902 2.303 -0.375
O -1.461 2.069 -1.697
C -3.436 2.470 -0.226
N -4.152 2.408 -1.516
N -0.456 -0.513 2.201
C 0.069 -1.936 1.919
C 1.131 -2.098 0.800
C 1.061 -3.496 0.191
Br 1.689 -4.851 1.445
C 0.872 0.214 2.235
C 1.051 1.621 2.854
C 2.026 2.470 2.020
C 3.432 1.823 1.871
C 3.638 1.453 0.390
O 4.937 0.985 0.111
C 5.102 -0.306 0.712
H 2.649 0.092 5.283
H 1.358 0.639 6.347
H 2.330 -0.802 6.743
H 0.622 -1.953 5.767
H 1.480 -1.554 4.295
H -0.145 0.710 4.787
H -2.738 -1.723 4.631
H -1.300 -2.593 4.608
H -3.476 -3.550 3.753
H -3.972 -1.915 1.890
H -4.101 -3.620 1.650
H -2.716 -2.851 0.967
H -3.398 -0.132 3.531
H -2.871 1.480 4.939
H -1.501 2.148 4.105
H -4.171 2.958 4.011
H -3.977 2.233 2.450
H -2.134 4.307 3.756
H -2.051 3.845 2.056
H -0.899 -0.231 -0.960
H -1.211 -1.736 -0.259
H -1.299 2.111 1.620
H -0.060 1.791 0.481
H -1.541 3.323 -0.237
H -1.995 1.393 -2.139
H -3.918 1.775 0.464
H -3.665 3.465 0.154
H -4.039 1.508 -1.964
H -5.128 2.599 -1.336
H 0.434 -2.436 2.807
H -0.762 -2.517 1.535
H 1.000 -1.386 -0.016
H 2.124 -2.011 1.238
H 0.048 -3.723 -0.129
H 1.726 -3.521 -0.661
H 1.648 -0.377 2.695
H 1.192 0.387 1.216
H 0.159 2.220 3.013
H 1.525 1.544 3.831
H 1.588 2.798 1.076
H 2.170 3.375 2.609
H 4.169 2.577 2.129
H 3.513 0.962 2.533
H 2.846 0.753 0.083
H 3.463 2.372 -0.168
H 5.656 -0.943 0.028
H 4.148 -0.766 0.982
H 5.631 -0.173 1.657
O -2.673 -2.013 -6.365
C -1.884 -1.301 -6.936
O -1.424 -1.672 -8.139
C -0.615 -0.832 -8.969
C 0.849 -0.910 -8.584
C -1.344 -0.047 -6.293
H -0.993 0.192 -8.967
H -0.747 -1.210 -9.981
H 1.019 -0.557 -7.565
H 1.453 -0.307 -9.262
H 1.194 -1.943 -8.629
H -0.539 -0.314 -5.610
H -2.150 0.421 -5.730
H -0.980 0.696 -6.999
O 0.919 -0.518 -5.241
C 2.026 -0.574 -4.775
O 2.194 -0.334 -3.458
C 3.428 -0.535 -2.761
C 4.365 0.647 -2.888
C 3.234 -0.830 -5.644
H 3.895 -1.471 -3.072
H 3.148 -0.660 -1.713
H 4.660 0.822 -3.923
H 5.263 0.478 -2.297
H 3.881 1.558 -2.537
H 3.527 0.104 -6.123
H 2.954 -1.549 -6.411
H 4.087 -1.247 -5.114
```

The relative energy (zero: lowest compared OMol25 entry of this formula, charge and spin) comes out at 30.6 kcal/mol. As for the spin multiplicity: 1. The total charge is +1. As for the total energy: -219071.16434 eV.

Results of the Mulliken charge analysis, in e, for atoms 1 through 99: C -1.328; C -0.263; C -1.987; Br 0.073; C 2.631; C -2.390; C 0.085; C -1.056; Cl -0.160; C -0.821; C -1.018; C -0.930; C -0.168; F -0.367; O -0.394; C 2.023; C -1.298; C -0.588; O -0.371; I 0.083; C 1.008; C -0.627; O -0.560; C -0.539; N -0.684; N 2.042; C -0.666; C -1.166; C -0.994; Br -0.134; C -1.299; C -1.067; C -0.977; C -0.602; C -0.220; O -0.416; C -0.403; H 0.300; H 0.320; H 0.342; H 0.855; H 0.137; H 0.633; H 0.845; H 0.619; H 0.668; H 0.175; H 0.536; H 0.108; H 0.627; H 0.958; H -0.078; H 0.765; H 0.005; H 0.391; H 0.038; H 1.122; H 0.296; H -0.932; H -1.054; H 1.035; H 0.227; H 0.233; H 0.410; H 0.182; H 0.314; H 1.558; H -0.900; H 0.195; H 0.453; H 0.340; H 0.613; H 1.306; H 0.099; H -0.517; H 0.553; H 0.324; H 0.617; H 0.538; H 0.245; H 0.065; H 0.353; H 0.319; H -0.026; H 0.306; O -0.573; C 0.718; O -0.372; C -0.533; C -0.447; C -0.656; H 0.364; H 0.321; H -0.172; H 0.387; H 0.317; H 0.247; H 0.290; H 0.262

***

An isolated molecule of C13H20N2O3S2, computed with ωB97M-V with the def2-TZVPD basis set.

```
40
Properties=species:S:1:pos:R:3
O 0.415 1.467 -1.797
C 0.955 1.784 -0.743
C 0.248 2.761 0.183
C -0.961 2.065 0.814
N -1.908 1.671 -0.209
S -2.820 0.333 0.118
O -3.833 0.228 -0.883
O -3.184 0.387 1.501
C -1.724 -1.049 -0.102
C -1.627 -1.850 -1.195
C -0.671 -2.876 -1.028
C -0.065 -2.826 0.188
S -0.651 -1.524 1.151
N 2.155 1.286 -0.387
C 2.763 1.510 0.913
C 3.774 0.441 1.328
C 3.234 -0.987 1.234
C 3.474 -1.623 -0.133
C 2.660 -0.987 -1.255
C 2.876 0.520 -1.389
H -0.122 3.575 -0.443
H 0.892 3.178 0.952
H -0.635 1.189 1.393
H -1.475 2.742 1.504
H -1.485 1.618 -1.132
H -2.232 -1.701 -2.070
H -0.450 -3.614 -1.777
H 0.694 -3.474 0.579
H 1.971 1.517 1.665
H 3.265 2.489 0.925
H 4.690 0.525 0.741
H 4.040 0.662 2.364
H 2.166 -0.993 1.462
H 3.735 -1.600 1.986
H 3.223 -2.684 -0.082
H 4.538 -1.552 -0.375
H 2.933 -1.460 -2.199
H 1.596 -1.165 -1.093
H 3.937 0.771 -1.334
H 2.489 0.843 -2.359
```

The relative energy (zero: lowest compared OMol25 entry of this formula, charge and spin) comes out at 16.5 kcal/mol. As for the spin multiplicity: 1. The total charge is 0. As for the total energy: -44598.82528 eV.

In the natural (NBO) picture, each atom carries the following charge in e: O -0.666; C 0.695; C -0.510; C -0.212; N -0.868; S 2.342; O -0.923; O -0.939; C -0.567; C -0.199; C -0.260; C -0.404; S 0.478; N -0.438; C -0.204; C -0.410; C -0.411; C -0.394; C -0.402; C -0.230; H 0.243; H 0.226; H 0.189; H 0.215; H 0.436; H 0.249; H 0.232; H 0.240; H 0.200; H 0.193; H 0.201; H 0.221; H 0.201; H 0.212; H 0.206; H 0.194; H 0.210; H 0.217; H 0.191; H 0.243

***

An isolated molecule of C2H9N3OS at a distorted geometry, computed with ωB97M-V with the def2-TZVPD basis set.

```
16
Properties=species:S:1:pos:R:3
C -0.690 1.589 -0.551
C -1.295 -0.736 -0.037
N 2.095 0.620 1.057
N 1.477 -1.677 -0.253
N -0.272 0.274 -0.033
O -2.415 -0.335 0.837
S 1.456 0.095 -0.235
H -0.755 2.380 0.283
H -0.007 1.900 -1.396
H -1.664 1.487 -1.075
H -0.861 -1.728 0.311
H -1.935 -0.283 1.764
H -1.762 -0.681 -1.080
H 2.740 1.394 0.893
H 2.096 -1.986 -1.041
H 1.793 -2.314 0.557
```

The relative energy (zero: lowest compared OMol25 entry of this formula, charge and spin) comes out at 22.1 kcal/mol. As for the spin multiplicity: 1. The total charge is 0. As for the total energy: -19569.86013 eV.

In the natural (NBO) picture, each atom carries the following charge in e: C -0.439; C 0.087; N -1.140; N -1.083; N -0.695; O -0.728; S 1.378; H 0.214; H 0.196; H 0.215; H 0.205; H 0.464; H 0.154; H 0.380; H 0.388; H 0.404

***

A cluster of 4 separate species, C12H31FNO5P in total at a distorted geometry, computed with ωB97M-V with the def2-TZVPD basis set.

```
51
Properties=species:S:1:pos:R:3
C -0.079 -0.302 3.034
C 0.009 -1.600 2.205
C 1.169 -2.468 2.670
F 2.254 -1.691 3.015
P 1.781 -3.637 1.379
C 3.003 -4.817 2.100
N 2.671 -5.201 3.471
C 3.816 -5.906 4.076
C 2.733 -2.707 0.009
O 2.221 -1.651 -0.375
O 3.745 -3.255 -0.328
H 0.848 0.270 3.015
H -0.388 -0.543 4.057
H -0.864 0.342 2.630
H 0.092 -1.307 1.155
H -0.954 -2.098 2.352
H 0.862 -3.063 3.538
H 0.737 -4.337 0.743
H 3.962 -4.284 2.045
H 3.045 -5.698 1.456
H 2.463 -4.391 4.038
H 3.991 -5.537 5.088
H 4.747 -5.748 3.517
H 3.642 -6.985 4.104
C -2.591 3.037 0.058
C -1.767 2.024 0.826
O -2.614 1.092 1.506
H -3.256 3.580 0.732
H -1.951 3.751 -0.455
H -3.221 2.541 -0.684
H -1.152 2.516 1.579
H -1.107 1.475 0.147
H -3.150 0.650 0.840
C -1.194 6.274 -3.679
C -1.302 4.785 -3.408
O -2.478 4.485 -2.653
H -1.172 6.830 -2.741
H -0.291 6.505 -4.246
H -2.060 6.628 -4.243
H -0.448 4.439 -2.828
H -1.331 4.225 -4.349
H -3.237 4.779 -3.166
C -1.261 0.480 -2.722
C -0.871 0.756 -4.160
O -2.007 1.158 -4.924
H -2.023 -0.300 -2.674
H -0.395 0.165 -2.135
H -1.689 1.377 -2.263
H -0.464 -0.139 -4.627
H -0.113 1.545 -4.209
H -2.361 1.956 -4.517
```

The relative energy (zero: lowest compared OMol25 entry of this formula, charge and spin) comes out at 0.0 kcal/mol. As for the spin multiplicity: 1. The total charge is 0. As for the total energy: -36678.44795 eV.

In the natural (NBO) picture, each atom carries the following charge in e: C -0.612; C -0.457; C -0.042; F -0.347; P 0.965; C -0.503; N -0.632; C -0.418; C 0.609; O -0.690; O -0.655; H 0.219; H 0.198; H 0.249; H 0.244; H 0.220; H 0.190; H 0.037; H 0.234; H 0.244; H 0.355; H 0.204; H 0.184; H 0.198; C -0.632; C -0.071; O -0.735; H 0.210; H 0.229; H 0.199; H 0.178; H 0.163; H 0.464; C -0.634; C -0.066; O -0.731; H 0.214; H 0.217; H 0.199; H 0.181; H 0.155; H 0.465; C -0.645; C -0.059; O -0.723; H 0.207; H 0.226; H 0.199; H 0.181; H 0.154; H 0.459

***

An isolated molecule of C9H14FI at a distorted geometry, computed with ωB97M-V with the def2-TZVPD basis set.

```
25
Properties=species:S:1:pos:R:3
C 1.294 -1.260 2.673
C 0.540 -1.490 1.679
C -0.774 -2.020 1.252
C -0.088 -0.943 0.501
C -0.935 0.685 0.109
C -1.854 0.509 -1.108
I -2.036 1.429 1.814
C 0.203 1.599 -0.282
C 1.399 1.638 0.746
C 0.875 1.313 -1.681
F -0.294 2.882 -0.401
H 2.082 -0.579 2.593
H 1.515 -2.057 3.431
H -0.753 -3.069 0.978
H -1.619 -1.741 1.800
H 0.293 -0.931 -0.524
H -1.977 1.506 -1.520
H -1.544 -0.262 -1.899
H -2.828 0.100 -0.844
H 2.316 2.227 0.390
H 1.083 2.099 1.691
H 1.566 0.614 0.880
H 1.051 2.390 -2.093
H 0.165 0.812 -2.434
H 1.837 0.792 -1.429
```

As for the spin multiplicity: 1. The total charge is 0. As for the total energy: -20374.14004 eV.

In the natural (NBO) picture, each atom carries the following charge in e: C -0.357; C -0.015; C -0.459; C -0.241; C -0.082; C -0.695; I 0.134; C 0.285; C -0.647; C -0.671; F -0.389; H 0.193; H 0.203; H 0.222; H 0.232; H 0.233; H 0.235; H 0.224; H 0.232; H 0.221; H 0.228; H 0.216; H 0.248; H 0.225; H 0.225